C4H10NO | the ωB97M-V functional and the def2-TZVPD basis

Each line ends with the natural charge from an NBO analysis.
Element x y z (Å)
C 0.8533 -0.5577 2.4805  0.1534
N 1.3193 -0.2263 1.3483  -0.5912
H 1.5076 -0.8129 3.3040  0.2309
H -0.2239 -0.5647 2.6258  0.2359
H 0.6366 -0.1083 0.5534  0.4562
H 2.3197 -0.2591 1.1783  0.4404
C 0.9267 -0.3882 -2.0041  -0.6456
C -0.3404 -0.3756 -1.2103  -0.3127
C -0.8834 0.7359 -0.7194  0.1228
O -2.0292 0.7016 0.0187  -0.6852
H 0.7510 -0.7073 -3.0335  0.2543
H 1.3710 0.6095 -2.0315  0.2185
H 1.6597 -1.0728 -1.5773  0.2071
H -0.9091 -1.2855 -1.0525  0.2337
H -0.4339 1.7185 -0.8308  0.1822
H -2.5160 1.5234 -0.1067  0.4993

Its total charge is +1. The value obtained for the HOMO-LUMO gap is 7.9 eV. The HOMO energy is -13.09 eV. The electronic energy comes out at -288.10059 hartree.



C10H13NOS | the ωB97M-V functional and the def2-TZVPD basis

Each line ends with the natural charge from an NBO analysis.
Element x y z (Å)
C -3.5338 -1.0213 1.1978  -0.8234
C -1.8761 0.0735 -0.4138  -0.2263
C -1.6163 1.3724 -0.0740  -0.1853
C -0.2712 1.7384 0.1609  -0.1794
C 0.7991 0.7766 0.1857  -0.0438
C 2.1963 1.3358 0.1300  -0.4727
C 3.1642 0.3624 -0.5845  -0.2581
C 1.7310 -1.4952 -0.3535  -0.2788
C 0.5480 -0.5161 -0.2699  -0.0328
C -0.8082 -0.8963 -0.6078  -0.2210
H -2.8913 -0.2637 1.9371  0.2571
H -4.6658 -1.1667 1.3563  0.2441
H -2.9321 -1.9829 1.1085  0.2429
H -2.3905 2.0403 0.1409  0.2391
H 0.1072 2.7800 0.3542  0.2130
H 2.5119 1.7674 1.0803  0.2270
H 2.2281 2.0265 -0.7291  0.2400
H 3.1128 0.2715 -1.6872  0.2115
H 4.1817 0.5963 -0.1258  0.2142
H 3.0771 -0.9557 0.8384  0.3182
H 1.4948 -2.3266 0.2825  0.2071
H 1.7502 -1.9490 -1.4482  0.1964
H -1.1883 -1.8720 -0.9544  0.2213
N 3.1948 -1.1896 -0.0973  -0.5439
O -4.3067 0.9499 -0.8688  -0.9280
S -3.6169 -0.4558 -0.5583  1.1615

The value obtained for the HOMO-LUMO gap is 9.6 eV. The HOMO energy is -9.03 eV. The electronic energy comes out at -916.87889 hartree.



C12H18B3Cl2O4 | the ωB97M-V functional and the def2-TZVPD basis

Each line ends with the natural charge from an NBO analysis.
Element x y z (Å)
C 6.5634 -1.9252 0.4152  -0.6751
C 5.4203 -1.6469 1.4663  0.0560
Cl 5.3420 -2.8084 2.9064  -0.0354
C 4.4471 -0.6289 1.4452  -0.3795
Cl 3.1488 -0.4264 2.7463  -0.0152
B 4.3868 0.4245 0.2213  1.1796
O 4.8919 1.7809 0.2321  -0.8890
B 3.8331 2.6821 -0.2309  1.0016
O 2.9365 2.3309 -1.3388  -0.8920
B 2.5890 0.9550 -1.0774  1.1948
C 1.1066 0.3659 -0.7941  -0.8087
C 0.0963 0.4148 -2.0490  -0.3920
C -0.8465 -0.9095 -1.9273  -0.4386
C -2.1235 -0.6331 -0.9678  0.0201
C -3.3380 -1.6221 -0.9753  -0.2143
C -4.5767 -1.3150 -0.0783  -0.2172
C -4.6729 -0.0602 0.8374  -0.2727
C -3.4644 0.9037 0.8864  -0.2215
C -2.2284 0.5872 -0.0193  -0.2333
O 3.7187 0.0160 -1.0176  -0.9001
H 6.6128 -1.2327 -0.4842  0.2430
H 7.6178 -1.9508 0.8800  0.2529
H 6.3914 -2.9912 0.0009  0.2470
H 3.6161 3.7297 0.2844  -0.0935
H 0.7127 0.9101 0.1477  0.2392
H 1.2416 -0.7339 -0.4638  0.2441
H 0.6933 0.4288 -3.0300  0.2276
H -0.5259 1.3830 -1.9725  0.2212
H -1.2754 -1.1909 -2.9586  0.2307
H -0.2522 -1.8242 -1.5718  0.2367
H -3.3903 -2.5715 -1.6044  0.2400
H -5.4784 -2.0171 -0.0960  0.2203
H -5.5830 0.1926 1.4734  0.1696
H -3.4199 1.8421 1.5465  0.2254
H -1.3738 1.3386 0.0245  0.2281
O -8.0517 1.4186 1.6953  -0.7579
H -7.8737 1.4536 2.6640  0.5856
H -7.9575 2.3072 1.2790  0.5873
H -8.9339 1.0228 1.5050  0.5855

Its total charge is +1. The value obtained for the HOMO-LUMO gap is 5.2 eV. The HOMO energy is -10.77 eV. The electronic energy comes out at -1763.66130 hartree.



C23H40Br14FN2P2S2 | the ωB97M-V functional and the def2-TZVPD basis

Each line ends with the Löwdin charge.
Element x y z (Å)
C 2.9294 0.9453 -0.3946  -0.1251
C 1.7564 0.6909 -0.4853  -0.0884
C 0.4841 0.1411 -0.8230  -0.1130
C -0.1342 0.4480 -2.0541  0.0127
N -1.2999 -0.1198 -2.3176  -0.2608
P -2.0442 0.2565 -3.9504  0.4404
S -3.1439 -1.2309 -4.4671  0.2255
N -2.0101 -0.9190 -1.5789  0.0524
C -1.5000 -1.2554 -0.4114  -0.3277
P -2.5354 -2.4490 0.5640  0.4292
S -1.6009 -4.1246 0.7275  0.2083
C -0.2225 -0.7518 0.0011  -0.0759
C 0.3868 -1.1496 1.3337  -0.1676
C -0.4584 -0.7947 2.5831  -0.1434
C -0.6787 -1.9736 3.5596  -0.2198
F 0.2664 -2.9707 3.4235  -0.0647
H 3.9268 1.2805 -0.2884  -0.0516
H 0.3330 1.1266 -2.7661  0.1469
H -0.9495 0.3994 -4.8264  0.0070
H -2.7933 1.4388 -3.7791  -0.0306
H -2.9099 -1.8214 1.7685  -0.0179
H -3.7323 -2.6475 -0.1640  0.0039
H 0.6427 -2.2150 1.2566  0.0705
H 1.3343 -0.6100 1.4279  0.0370
H 0.0357 0.0161 3.1295  0.1154
H -1.4520 -0.3966 2.3309  0.0927
H -1.6862 -2.4070 3.5195  0.0924
H -0.5742 -1.5783 4.5805  0.1229
Br 4.2888 1.8093 -2.7002  0.7455
C 5.2577 3.4904 -2.9217  -0.6445
C 4.3117 4.6568 -3.0227  -0.6970
Br 3.4738 4.7450 -4.7756  0.6157
H 5.8903 3.3772 -3.7965  0.0552
H 5.8828 3.5794 -2.0353  0.0629
H 4.8524 5.5949 -2.9154  0.0624
H 3.5099 4.6174 -2.2916  0.0492
Br 3.6154 1.8695 5.6752  0.6583
C 5.0984 1.8848 4.4156  -0.6725
C 4.6257 2.1718 3.0158  -0.6326
Br 3.7806 0.6064 2.2131  0.7326
H 5.6007 0.9265 4.5070  0.0550
H 5.7617 2.6744 4.7638  0.0656
H 5.4700 2.4034 2.3686  0.0649
H 3.9031 2.9810 2.9679  0.0563
Br -2.5813 -7.9179 -1.5534  0.6145
C -1.5302 -7.4246 -3.1137  -0.6960
C -0.5807 -6.2997 -2.8014  -0.6790
Br -1.5106 -4.5915 -2.7121  0.5578
H -2.2326 -7.1794 -3.9043  0.0509
H -0.9795 -8.3230 -3.3852  0.0599
H 0.1526 -6.1844 -3.5972  0.0576
H -0.0662 -6.4289 -1.8535  0.0514
Br -4.3886 3.0609 -5.8682  0.6014
C -5.2481 1.3179 -6.0641  -0.7214
C -6.4927 1.4084 -6.9041  -0.6728
Br -7.9651 2.1773 -5.8937  0.6887
H -5.4415 0.9465 -5.0623  0.0322
H -4.5054 0.6857 -6.5452  0.0340
H -6.8290 0.4142 -7.1912  0.0649
H -6.3668 2.0163 -7.7948  0.0550
Br 7.0248 -1.7630 1.5968  0.6015
C 6.2906 -3.5574 1.4181  -0.6842
C 5.0548 -3.5629 0.5594  -0.6703
Br 3.5101 -2.8800 1.5310  0.6627
H 6.1107 -3.9268 2.4230  0.0541
H 7.0800 -4.1444 0.9534  0.0611
H 4.7878 -4.5801 0.2794  0.0607
H 5.1575 -2.9584 -0.3365  0.0509
Br -11.5790 0.6325 -3.3266  0.6115
C -10.6637 1.8490 -2.1157  -0.6945
C -9.1979 1.9486 -2.4416  -0.7136
Br -8.2162 0.3822 -1.8275  0.5792
H -10.8517 1.4929 -1.1075  0.0499
H -11.1503 2.8123 -2.2551  0.0596
H -8.7453 2.7895 -1.9194  0.0600
H -9.0034 2.0385 -3.5058  -0.0602
Br 4.7922 3.8080 11.7187  0.6109
C 3.6232 3.7669 10.1643  -0.7017
C 4.4099 3.7598 8.8809  -0.7256
Br 5.1183 5.5251 8.4666  0.5996
H 2.9569 4.6200 10.2477  0.0502
H 3.0483 2.8481 10.2635  0.0565
H 3.7696 3.5087 8.0380  -0.0152
H 5.2552 3.0788 8.9048  0.0499

Its total charge is +1. The value obtained for the HOMO-LUMO gap is 6.6 eV. The HOMO energy is -11.08 eV. The electronic energy comes out at -38624.66048 hartree.



C4H3Cl3N3O2 | the ωB97M-V functional and the def2-TZVPD basis

Each line ends with the natural charge from an NBO analysis.
Element x y z (Å)
C -0.3942 0.9107 -0.2872  0.3366
C -0.5255 -1.4182 0.2486  0.4004
C 4.1130 -0.0942 0.1815  1.0672
C -1.8613 1.2034 -0.5444  0.1721
N -2.3253 2.3263 -0.2950  -0.4718
N 0.1714 -0.1935 0.0933  -0.5064
N -0.9738 -1.8026 1.3211  -0.5423
O 5.2470 -0.1677 0.0436  -0.4279
O 2.9508 -0.1565 0.2264  -0.6149
Cl 0.5261 2.3129 -0.3471  0.2373
Cl -0.4125 -2.4131 -1.2552  0.0029
Cl -2.9024 -0.2369 -0.7467  0.0283
H -3.3183 2.4941 -0.3454  0.4106
H 1.1682 -0.1272 0.1678  0.4869
H -1.4632 -2.6376 1.5387  0.4211

Its total charge is +1. The value obtained for the HOMO-LUMO gap is 8.9 eV. The HOMO energy is -14.94 eV. The electronic energy comes out at -1849.26656 hartree.



BrNO5S | the ωB97M-V functional and the def2-TZVPD basis

Each line ends with the natural charge from an NBO analysis.
Element x y z (Å)
N 1.1059 -1.2014 -0.2063  0.7428
O 1.2143 -1.7261 0.8426  -0.2659
O 1.7697 -0.7364 -1.0106  -0.2535
O -0.7433 2.5734 0.1573  -0.8566
O -0.8151 0.8243 1.8404  -0.8436
O -0.4470 -1.1677 -0.5142  -0.5568
S -1.3470 1.3712 0.6573  1.6540
Br -0.7376 0.0627 -1.7665  0.3795

The value obtained for the HOMO-LUMO gap is 9.5 eV. The HOMO energy is -10.68 eV. The electronic energy comes out at -3402.94249 hartree.



C6H9NO | the ωB97M-V functional and the def2-TZVPD basis

Each line ends with the natural charge from an NBO analysis.
Element x y z (Å)
C 1.5479 0.3603 -1.6439  -0.3394
C 0.9961 0.2834 -0.4249  -0.2775
C -0.4155 1.0995 -0.0503  0.2076
N -0.4492 2.4474 -0.1230  -0.8245
C -1.2997 0.1518 0.2023  -0.3800
C -0.6217 -1.1937 0.0188  0.5650
C -0.3841 -1.9467 1.3162  -0.7061
O -0.7927 -1.7909 -1.0596  -0.5405
H 2.6206 0.3218 -1.7998  0.2001
H 0.9005 0.4540 -2.5117  0.2046
H 1.6309 0.1263 0.4451  0.2027
H 0.3216 2.9099 -0.5938  0.3939
H -0.7229 2.9184 0.7325  0.3897
H -2.3082 0.2682 0.5738  0.2181
H 0.3171 -1.4181 1.9661  0.2188
H -0.0086 -2.9487 1.1007  0.2301
H -1.3321 -2.0430 1.8516  0.2373

The value obtained for the HOMO-LUMO gap is 8.9 eV. The HOMO energy is -8.63 eV. The electronic energy comes out at -363.90335 hartree.



C25H25F12NO6S2 | the ωB97M-V functional and the def2-TZVPD basis

Each line ends with the Löwdin charge.
Element x y z (Å)
C 8.2150 -1.5608 -1.9971  0.0617
C 7.2318 -0.7666 -1.5635  -0.0593
C 6.9631 -0.5429 -0.1011  -0.5031
O 7.0657 -1.4492 0.6740  0.1365
O 6.5971 0.7174 0.2714  -0.0229
C 5.2752 0.7803 0.8486  -0.1750
C 4.3806 1.7759 0.1093  -0.1708
C 2.9037 1.3978 0.3304  -0.2026
C 1.9614 2.4172 -0.3667  -0.1938
C 0.5683 2.4137 0.2907  -0.1737
C -0.2318 1.1690 -0.1839  -0.2105
N -1.6821 1.5402 -0.2722  -0.2698
S -1.9896 1.9064 -1.9019  0.6239
O -0.9906 2.8314 -2.3458  -0.2169
O -2.1198 0.7388 -2.7159  -0.2137
F -3.3505 2.6793 -1.8580  -0.1037
S -2.6764 0.3189 0.4016  0.7391
O -2.6320 -0.9264 -0.3188  -0.2406
O -2.2121 0.1484 1.7572  -0.2459
C -4.4285 0.9621 0.5842  -0.4620
F -4.9009 0.4137 1.6823  0.1672
F -4.3011 2.2728 0.8308  0.1290
C -5.3792 0.7781 -0.6521  -0.3862
F -5.8008 2.0018 -0.9983  0.1607
F -4.7693 0.2691 -1.7168  0.1621
C -6.6674 -0.0481 -0.3859  -0.3551
F -7.3842 0.4612 0.6110  0.1828
F -7.4226 0.0994 -1.4858  0.1650
C -6.4526 -1.5875 -0.2016  -0.5583
F -5.3084 -1.8956 0.3626  0.2117
F -7.4524 -2.0582 0.5433  0.1646
F -6.5532 -2.1775 -1.3804  0.1965
H 9.1179 -1.6929 -1.4121  0.0530
H 8.0830 -2.1092 -2.9246  0.0683
H 6.5884 -0.2269 -2.2574  0.1057
H 5.3867 1.0332 1.9074  0.1315
H 4.8207 -0.2166 0.8189  0.1235
H 4.6164 1.7768 -0.9585  0.1226
H 4.5286 2.7809 0.5151  0.1166
H 2.6736 1.4168 1.3994  0.1188
H 2.7296 0.4195 -0.1288  0.1177
H 1.8241 2.1316 -1.4134  0.1125
H 2.3960 3.4195 -0.3264  0.1146
H 0.6008 2.4597 1.3813  0.1187
H 0.0197 3.2939 -0.0560  0.1026
H -0.0582 0.3784 0.5467  0.1260
H 0.1479 0.7993 -1.1376  0.1204
F -13.8996 -2.2094 -2.2034  0.0575
C -12.7567 -2.1093 -1.4986  -0.2887
C -12.8237 -1.9563 -0.1275  -0.0184
C -11.6439 -1.8578 0.5961  -0.0760
C -10.4187 -1.9039 -0.0571  -0.0910
C -10.3730 -2.0536 -1.4367  -0.0753
C -11.5487 -2.1624 -2.1659  -0.0140
H -13.7882 -1.9155 0.3612  0.1168
H -11.6807 -1.7448 1.6714  0.1052
H -9.5037 -1.8224 0.5074  0.0775
H -9.4195 -2.0857 -1.9479  0.0982
H -11.5340 -2.2877 -3.2405  0.1176
F 10.6336 -2.5374 0.2494  0.0479
C 10.7126 -1.5439 1.1581  -0.2946
C 10.2638 -1.7723 2.4433  -0.0156
C 10.3485 -0.7486 3.3751  -0.0792
C 10.8688 0.4865 3.0096  -0.0969
C 11.3101 0.6976 1.7107  -0.0840
C 11.2373 -0.3253 0.7757  -0.0216
H 9.8534 -2.7384 2.7048  0.1209
H 10.0067 -0.9145 4.3878  0.1046
H 10.9294 1.2842 3.7383  0.0996
H 11.7116 1.6602 1.4236  0.1036
H 11.5832 -0.1835 -0.2401  0.1165

The value obtained for the HOMO-LUMO gap is 9.5 eV. The HOMO energy is -9.27 eV. The electronic energy comes out at -3468.47166 hartree.